Record 1
Below is 2 unconnected molecules or ions with the total composition C2H8N2O2, with properties calculated with ωB97M-V with the def2-TZVPD basis set.

* energy: -9278.83730 eV
* highest occupied orbital energy: -0.3688 Eh
* SMILES: NCC(N)=O.O
* LUMO: 0.609 eV

```
14
Properties=species:S:1:pos:R:3:mulliken_charge:R:1
N 1.20981 0.25767 -1.19108 -0.603
C 0.19316 1.33874 -0.84053 -0.584
C -0.29476 0.90280 0.52529 0.658
N -1.28682 -0.03763 0.47730 -0.423
O -0.09079 1.51743 1.55839 -0.606
H 1.88186 0.60540 -1.87047 0.255
H 1.85362 0.24822 -0.37590 0.241
H 0.66097 2.31178 -0.90000 0.308
H -0.67980 1.30312 -1.47117 0.304
H -1.40912 -0.43388 -0.44029 0.232
H -1.60151 -0.52276 1.29615 0.227
O 0.23157 -3.12002 -0.20030 -0.652
H 0.58592 -2.27298 0.08074 0.335
H -0.73382 -3.06304 -0.10997 0.308
```

---

Record 2
Below is C10H22N2O3 in the gas phase, with properties calculated with ωB97M-V with the def2-TZVPD basis set.

* energy: -19849.01292 eV
* highest occupied orbital energy: -0.3445 Eh
* SMILES: CCCCCOC[C@@H](O)CCC(=O)NN
* LUMO: 0.755 eV

```
37
Properties=species:S:1:pos:R:3:mulliken_charge:R:1
C -4.62049 -0.33826 1.10523 -1.117
C -4.44528 0.85202 0.16922 -0.389
C -3.11988 1.58965 0.36986 -0.913
C -1.87001 0.74620 0.11425 -0.192
C -1.77686 0.25063 -1.33139 -0.508
O -0.50869 -0.25580 -1.69354 -0.392
C -0.16330 -1.51292 -1.16030 -0.850
C 0.78995 -1.42010 0.05112 0.388
O 1.01802 -2.69755 0.59565 -0.591
C 2.08912 -0.72302 -0.36253 -0.690
C 3.00732 -0.47807 0.83834 -0.580
C 4.35387 0.01075 0.35004 0.494
O 5.27028 -0.71768 0.02446 -0.666
N 4.45999 1.35850 0.27263 0.021
N 5.57607 1.97803 -0.32911 -0.762
H -3.90219 -1.12321 0.88356 0.256
H -4.48706 -0.03135 2.14038 0.289
H -5.61865 -0.75669 0.99846 0.366
H -4.52926 0.51904 -0.86651 0.288
H -5.25588 1.56246 0.34857 0.356
H -3.07860 1.95871 1.39761 0.350
H -3.10026 2.45762 -0.29368 0.342
H -0.98842 1.35882 0.31759 0.275
H -1.85416 -0.10288 0.79849 0.232
H -1.93928 1.08846 -2.01569 0.234
H -2.54473 -0.51191 -1.52124 0.346
H 0.34903 -2.06104 -1.96211 0.484
H -1.05633 -2.08104 -0.87201 0.334
H 0.31070 -0.85425 0.85564 0.088
H 1.54318 -3.21069 -0.03041 0.399
H 1.83170 0.21565 -0.85518 0.373
H 2.61249 -1.35242 -1.08791 0.279
H 2.55675 0.24547 1.51895 0.305
H 3.15375 -1.42040 1.36829 0.350
H 3.66318 1.96458 0.39654 0.251
H 6.01538 1.27474 -0.92576 0.303
H 6.25856 2.21794 0.39249 0.245
```

---

Record 3
Below is a molecular structure, C19H23Cl5NPPt, with properties calculated with ωB97M-V with the def2-TZVPD basis set.

* <S²>: 6.028
* energy: -96691.68285 eV
* multiplicity: 5
* charge: +2
* highest occupied orbital energy (alpha / beta): -0.4699 / -0.5210 Eh
* LUMO (alpha / beta): -5.455 / -9.627 eV

```
50
Properties=species:S:1:pos:R:3:mulliken_spin:R:1
C -2.06672 0.59063 -3.79337 0.013
C -1.67850 -0.63052 -3.22026 0.023
C -1.24684 -0.72831 -1.87178 -0.080
C -1.18705 0.46326 -1.10819 0.271
C -1.35822 1.68646 -1.76965 -0.053
C -1.89249 1.76500 -3.06103 0.006
C -0.98667 -2.09535 -1.27240 0.116
C 0.08537 -3.06044 -1.85753 -0.023
N 1.47865 -2.69368 -1.84207 0.737
Pt -0.90660 0.61649 1.04876 1.073
C -0.91785 2.95272 -1.08720 0.049
P 0.35848 2.47095 0.11602 0.108
H -1.76297 -1.54832 -3.81169 0.002
H -2.13098 2.76850 -3.43756 0.000
H -2.45489 0.65439 -4.81660 0.001
H -1.73756 3.46446 -0.55918 0.025
H -0.45091 3.65886 -1.78955 -0.002
H -0.80670 -2.01097 -0.19624 0.008
H -1.93561 -2.65767 -1.36934 0.001
H 0.04826 -3.99854 -1.26161 0.015
C 1.03375 3.89949 0.94926 0.025
C 1.62543 1.78542 -0.99857 0.088
H -0.14099 -3.35467 -2.89363 0.016
C 2.02583 -1.83724 -2.85839 -0.007
C 2.21494 -2.77513 -0.60936 -0.004
H -0.58674 2.17255 1.53546 0.244
H 2.62000 -2.43006 -3.58329 0.042
H 1.22073 -1.31835 -3.40196 0.021
H 2.68753 -1.08543 -2.39080 0.020
H 3.01537 -3.52636 -0.67967 0.040
H 2.70273 -1.81790 -0.39355 0.027
H 1.55700 -3.03470 0.22879 0.010
H 2.17277 2.60907 -1.47775 0.001
H 2.32351 1.18279 -0.41364 -0.012
H 1.19125 1.15642 -1.78518 -0.013
H 1.29688 4.66468 0.20697 0.013
H 0.31599 4.32539 1.66716 0.000
H 1.94229 3.57982 1.47838 -0.001
H 0.65641 0.96986 1.27910 0.284
Cl -2.11106 -2.17506 2.09890 0.044
C -1.33457 -1.26484 3.35257 0.067
C -0.77773 -0.02234 3.04565 0.161
C -0.12040 0.68469 4.05812 0.158
Cl 0.75064 2.14556 3.75084 0.034
C -0.18509 0.23526 5.40292 0.016
Cl 0.61390 1.09036 6.65078 0.015
C -0.88319 -0.94979 5.73066 0.241
Cl -1.05867 -1.45164 7.35000 0.117
C -1.34497 -1.76853 4.67408 0.041
Cl -1.87369 -3.35719 4.98665 0.022
```

---

Record 4
Below is 2 unconnected molecules or ions with the total composition C4H11PS2, with properties calculated with ωB97M-V with the def2-TZVPD basis set.

* energy: -35282.81342 eV
* highest occupied orbital energy (alpha / beta): -0.3152 / -0.3186 Eh
* LUMO (alpha / beta): -1.640 / -1.704 eV

```
18
Properties=species:S:1:pos:R:3:mulliken_charge:R:1
C 1.50910 -0.46843 -0.94830 -1.249
C -0.89369 0.01144 -1.71447 -1.366
C 0.35896 -0.48246 2.30269 -0.997
C 0.03675 -0.41783 -0.59312 0.508
P -0.18093 0.68826 0.93021 0.284
S 1.44872 3.07122 0.20381 -0.221
S -2.29796 0.59351 1.25351 -0.362
H 1.72175 0.51096 -1.50021 0.310
H 2.15046 -0.51794 -0.08059 0.343
H 1.50539 -1.29155 -1.71019 0.355
H -1.85769 0.30484 -1.36427 0.340
H -0.91487 -0.82600 -2.40211 0.394
H -0.70714 0.81874 -2.47081 0.289
H 0.01754 -0.08678 3.33882 0.331
H -0.21041 -1.47388 2.16370 0.338
H 1.45248 -0.66420 2.15824 0.286
H -0.33266 -1.43823 -0.27466 0.248
H -2.80579 1.66833 0.70776 0.168
```

---

Record 5
Below is a molecular structure, C26H22BrCl5IrN2O4S, with properties calculated with ωB97M-V with the def2-TZVPD basis set.

* energy: -184809.32853 eV
* charge: +1
* highest occupied orbital energy (alpha / beta): -0.3995 / -0.3991 Eh
* LUMO (alpha / beta): -4.496 / -4.409 eV

```
62
Properties=species:S:1:pos:R:3:mulliken_charge:R:1
Ir -0.74302 -0.09639 -0.69426 0.713
O -0.76836 5.34393 -0.95691 -0.571
C 0.13852 4.92894 -1.88613 0.988
C 0.71741 5.80220 -2.80153 -0.722
C 1.64252 5.32755 -3.71285 -0.557
C 2.00687 3.98455 -3.72292 -1.002
C 1.42741 3.12743 -2.80710 -0.199
C 0.48818 3.58237 -1.88535 -0.206
C -0.14421 2.62045 -0.92766 0.212
O -0.67195 1.48649 -1.61127 -0.266
N 0.83605 2.11283 0.01716 -0.474
N 0.36395 0.96789 0.69239 0.079
C 1.21621 0.47942 1.52936 -0.701
C 0.93914 -0.48723 2.59181 0.410
Br -0.82881 -0.65028 3.19656 -0.091
C 2.00430 -1.09034 3.14971 -0.268
C 2.14156 -2.04225 4.25628 0.807
C 1.25185 -2.13382 5.32833 -0.465
C 1.46913 -3.06803 6.32727 -0.679
C 2.55961 -3.92539 6.26232 -0.413
C 3.45989 -3.82892 5.21100 -0.584
C 3.25898 -2.88033 4.22274 -0.542
H -0.96030 6.28085 -1.07713 0.333
H 0.44136 6.85014 -2.79589 0.308
H 2.09058 6.01534 -4.41781 0.404
H 2.73632 3.62076 -4.43298 0.435
H 1.70040 2.07821 -2.79331 0.479
H -0.99731 3.08265 -0.42137 0.414
H 1.16862 2.81659 0.66262 0.396
H 2.22029 0.90155 1.50454 0.441
H 2.95147 -0.85578 2.66906 0.299
H 0.41198 -1.46063 5.40417 0.389
H 0.78464 -3.12536 7.16284 0.394
H 2.71152 -4.66279 7.03945 0.384
H 4.32144 -4.48093 5.16631 0.389
H 3.96923 -2.79278 3.40917 0.336
Cl -6.02513 -4.80513 0.14449 -0.163
C -4.59798 -3.85459 0.18201 0.246
C -4.68465 -2.47101 0.32694 0.138
Cl -6.21547 -1.71063 0.46291 -0.170
C -3.52438 -1.70333 0.36875 0.846
Cl -3.61303 0.01419 0.58192 -0.158
C -2.27505 -2.31343 0.26325 -0.724
O -1.12657 -1.60167 0.34869 -0.522
C -2.19317 -3.69685 0.12928 0.359
Cl -0.63132 -4.40653 -0.00606 -0.175
C -3.34828 -4.46725 0.07680 0.207
Cl -3.23135 -6.16510 -0.12630 -0.168
O -1.73703 -0.98374 -2.22701 -0.237
S -1.31858 -1.48408 -3.62600 0.266
C 0.13972 -0.53451 -4.12661 -0.653
C -0.36407 0.72077 -4.83174 -0.050
C -1.54652 0.25224 -5.67387 -0.817
C -2.42724 -0.56402 -4.72982 -0.645
H 0.71637 -1.18487 -4.78687 0.570
H 0.71389 -0.36804 -3.21451 0.135
H 0.42425 1.17537 -5.43066 0.484
H -0.68779 1.45103 -4.08943 -0.088
H -1.19910 -0.37195 -6.49995 0.335
H -2.11333 1.07751 -6.10251 0.372
H -3.10208 -1.26638 -5.21383 0.434
H -2.99185 0.06694 -4.04117 0.306
```

---

Record 6
Below is C4H6S in the gas phase, with properties calculated with ωB97M-V with the def2-TZVPD basis set.

* energy: -15072.25414 eV
* highest occupied orbital energy (alpha / beta): -0.3180 / -0.3148 Eh
* LUMO (alpha / beta): -0.812 / -0.749 eV

```
11
Properties=species:S:1:pos:R:3:mulliken_charge:R:1
C 0.47370 1.67884 -0.71110 -0.435
C -1.63767 0.37164 -0.29466 -0.572
C 0.81625 0.29388 -0.31083 -0.293
C -0.49712 -0.42632 0.06846 0.118
S -0.47370 -1.18610 1.81736 -0.230
H 0.93286 1.98581 -1.65635 0.146
H -2.40474 0.49431 0.46828 0.189
H 1.42550 -0.29061 -1.01594 0.372
H 1.39957 0.42341 0.60930 0.303
H -0.57573 -1.32668 -0.55215 0.280
H 0.54109 -2.01820 1.57763 0.125
```

---

Record 7
Below is 3 unconnected molecules or ions with the total composition C2H6N6O4, with properties calculated with ωB97M-V with the def2-TZVPD basis set.

* energy: -19275.76054 eV
* charge: +2
* highest occupied orbital energy: -0.5422 Eh
* LUMO: -7.402 eV

```
18
Properties=species:S:1:pos:R:3:mulliken_charge:R:1
C 9.07580 1.96391 -0.27344 0.331
C 9.24972 3.56951 1.23161 -0.171
N 8.13188 2.98255 -0.62698 -0.153
N 9.82223 2.31583 0.73324 -0.256
N 9.34101 0.73803 -0.89834 0.835
N 11.68895 -1.43426 0.43421 1.433
N 8.21217 3.84952 0.27618 -0.168
N -11.42425 -3.94790 0.89676 -0.529
O 8.92235 0.42225 -1.96124 -0.426
O 10.16891 0.02488 -0.23265 -0.587
O 11.08378 -1.78022 1.27574 -0.208
O 12.45367 -1.22716 -0.31848 -0.210
H 8.76110 3.31368 2.13985 0.265
H 9.99908 4.33128 1.47875 0.315
H -11.18641 -3.15300 1.42516 0.360
H -12.40802 -4.23906 0.93277 0.390
H -10.82370 -4.82765 1.17481 0.430
H -11.20890 -3.78645 -0.02001 0.349
```

---

Number 1: maximum force 0.062 Eh/bohr. Number 2: maximum force 0.015 Eh/bohr. Number 3: maximum force 0.052 Eh/bohr. Number 4: maximum force 0.054 Eh/bohr. Number 5: maximum force 0.014 Eh/bohr. Number 6: maximum force 0.033 Eh/bohr. Number 7: maximum force 0.105 Eh/bohr.